1.
Entry from the OMol25 dataset: an isolated ion of composition C9H13ClNSi and charge +1 in a non-equilibrium geometry (ωB97M-V with the def2-TZVPD basis set).

Geometry (Å):
C1 2.173 -1.953 0.346
C2 1.512 -1.504 -0.707
Si1 0.591 0.361 -0.817
Cl1 1.048 1.240 -2.594
C3 1.730 1.402 0.375
N1 3.123 1.248 -0.119
C4 -1.189 0.167 -0.257
C5 -1.447 -0.583 0.896
C6 -2.743 -0.831 1.304
C7 -3.810 -0.334 0.572
C8 -3.572 0.409 -0.572
C9 -2.275 0.655 -0.986
H1 2.604 -2.942 0.365
H2 2.279 -1.387 1.260
H3 1.402 -2.127 -1.581
H4 1.465 2.458 0.367
H5 1.678 1.060 1.406
H6 3.353 0.244 -0.101
H7 3.809 1.779 0.429
H8 3.144 1.555 -1.102
H9 -0.628 -0.986 1.471
H10 -2.918 -1.421 2.190
H11 -4.822 -0.531 0.890
H12 -4.398 0.792 -1.150
H13 -2.110 1.228 -1.887

Calculated values
lowest unoccupied orbital energy = -0.11856 hartree
energy above the lowest of the compared OMol25 structures with the same formula, charge and spin = 0.000 eV
calculated total energy = -31428.66176 eV
orbital gap = 0.3435 hartree
structure (SMILES) = C=C[Si@](Cl)(C[NH3+])c1ccccc1
charge = +1
spin multiplicity = 1
HOMO energy = -12.57 eV

---

2.
Entry from the OMol25 dataset: an isolated ion of composition C9H13F3IN2O2 and charge +1 in a non-equilibrium geometry (ωB97M-V with the def2-TZVPD basis set).

Geometry (Å):
C1 1.580 3.460 0.925
C2 0.525 2.437 0.497
O1 0.575 1.221 1.330
C3 0.875 0.119 0.649
C4 2.086 -0.209 0.218
N1 1.915 -1.409 -0.429
O2 2.978 -2.049 -1.010
C5 0.666 -1.793 -0.387
C6 0.199 -3.082 -1.035
F1 0.508 -4.091 -0.224
F2 0.846 -3.262 -2.177
F3 -1.097 -3.069 -1.287
N2 -0.015 -0.871 0.301
C7 -1.437 -0.938 0.629
I1 -1.566 -1.242 2.786
C8 -2.238 0.300 0.258
C9 -2.819 0.213 -1.164
H1 2.236 3.070 1.690
H2 1.077 4.352 1.265
H3 2.158 3.739 0.054
H4 0.681 2.156 -0.538
H5 -0.464 2.859 0.606
H6 3.009 0.315 0.317
H7 3.369 -2.609 -0.322
H8 -1.901 -1.810 0.209
H9 -1.704 1.221 0.419
H10 -3.084 0.324 0.929
H11 -3.760 0.746 -1.178
H12 -2.186 0.716 -1.885
H13 -3.009 -0.815 -1.446

Calculated values
lowest unoccupied orbital energy = -0.13866 hartree
calculated total energy = -32863.29998 eV
orbital gap = 0.3378 hartree
structure (SMILES) = CCOc1cn(O)c(C(F)(F)F)[n+]1[C@@H](I)CC
charge = +1
spin multiplicity = 1
HOMO energy = -12.97 eV

---

3.
Entry from the OMol25 dataset: an isolated molecule of C9H13FN2O4S in a non-equilibrium geometry (ωB97M-V with the def2-TZVPD basis set).

Geometry (Å):
C1 3.373 0.563 0.235
C2 2.288 1.084 1.308
O1 1.493 2.220 0.869
C3 0.594 1.794 -0.203
C4 -0.841 2.527 -0.176
O2 -1.861 1.644 0.363
C5 -2.296 0.661 -0.635
C6 -2.125 -0.809 0.003
C7 -1.510 -0.623 1.484
N1 -1.124 -0.552 2.636
C8 -1.366 -1.893 -0.907
C9 -0.170 -1.341 -1.803
N2 0.752 -0.751 -2.328
S1 -0.618 -3.287 0.131
O3 -1.643 -3.772 1.114
O4 0.652 -2.835 0.837
F1 -0.121 -4.442 -0.994
H1 3.645 -0.538 0.495
H2 4.344 1.171 0.377
H3 3.019 0.568 -0.854
H4 2.864 1.431 2.250
H5 1.669 0.171 1.637
H6 0.399 0.673 -0.023
H7 1.066 1.913 -1.258
H8 -0.724 3.470 0.492
H9 -1.129 2.917 -1.233
H10 -3.435 0.865 -0.767
H11 -1.827 0.816 -1.667
H12 -3.199 -1.220 0.175
H13 -2.170 -2.426 -1.557

Calculated values
lowest unoccupied orbital energy = -0.03254 hartree
calculated total energy = -34260.20287 eV
orbital gap = 0.3249 hartree
structure (SMILES) = CCOCCOC[C@H](C#N)[C@@H](C#N)S(=O)(=O)F
spin multiplicity = 1
HOMO energy = -9.73 eV

---

4.
Entry from the OMol25 dataset: an isolated molecule of C9H13FNP in a non-equilibrium geometry (ωB97M-V with the def2-TZVPD basis set).

Geometry (Å):
F1 -1.622 -1.347 -1.990
C1 -1.021 -1.325 -0.799
N1 0.370 -0.305 -1.145
C2 0.141 1.083 -1.547
C3 0.565 2.109 -0.473
C4 1.133 1.314 0.730
P1 1.555 -0.405 0.166
C5 -0.436 -2.594 -0.309
C6 -0.283 -2.755 1.049
C7 -0.758 -1.731 1.990
C8 -1.329 -0.574 1.555
C9 -1.861 -0.510 0.186
H1 -0.898 1.169 -1.786
H2 0.689 1.280 -2.525
H3 1.391 2.677 -1.043
H4 -0.061 2.878 -0.226
H5 1.919 1.867 1.065
H6 0.349 1.274 1.449
H7 2.666 -0.054 -0.639
H8 -0.074 -3.361 -0.997
H9 0.214 -3.519 1.561
H10 -0.333 -1.735 3.026
H11 -1.525 0.341 2.004
H12 -2.884 -0.979 0.032
H13 -1.742 0.537 -0.286

Calculated values
lowest unoccupied orbital energy = 0.00562 hartree
energy above the lowest of the compared OMol25 structures with the same formula, charge and spin = 0.989 eV
calculated total energy = -23036.98714 eV
orbital gap = 0.3150 hartree
structure (SMILES) = F[C@]1(N2CCCP2)C=CC=CC1
spin multiplicity = 1
HOMO energy = -8.42 eV